[1]
Formula: C4H13N2
Source: OMol25
Level of theory: ωB97M-V/def2-TZVPD

The geometry in ORCA input format:
```
! wB97M-V def2-TZVPD RIJCOSX def2/J DEFGRID3
* xyz 1 1
N 2.0067 1.3150 -1.0073
C 0.1476 -0.9646 -0.6488
C -1.1286 -0.5800 -1.3767
C 0.5671 0.0244 0.4083
N -0.3336 0.7579 1.1201
C -1.1543 -0.1386 1.9380
H 0.9995 -0.9849 -1.3405
H 1.6282 1.7064 -1.8571
H 3.0007 1.4360 -0.9313
H 0.2392 -1.9818 -0.2662
H -2.0140 -0.5205 -0.7381
H -1.4319 -1.1772 -2.2364
H -1.0791 0.4117 -1.8456
H 1.3118 -0.4858 1.0402
H 1.4599 0.7506 -0.3193
H -0.0093 1.6592 1.4405
H -1.9590 -0.6969 1.4480
H -0.5626 -0.9151 2.4419
H -1.6881 0.3841 2.7303
*
```

## Properties
- E_HOMO (eV) = -14.52

Atom charges from the Mulliken analysis, given in e for atoms 1 to 6:
1 N -0.586
2 C -0.423
3 C -1.050
4 C 0.122
5 N -0.140
6 C -0.860

[2]
Formula: C23H21Br2NO4
Source: OMol25
Level of theory: ωB97M-V/def2-TZVPD

The geometry in ORCA input format:
```
! wB97M-V def2-TZVPD RIJCOSX def2/J DEFGRID3
* xyz 0 1
C 1.1248 -6.3116 -0.4209
O 1.1423 -5.1799 -1.2795
C 0.8745 -3.9332 -0.7927
C 0.8001 -3.6320 0.6040
C 0.2826 -2.4074 1.0148
C 0.1025 -1.3442 0.1047
C 0.0602 0.0951 0.6691
C -1.0243 0.2022 1.8148
C -0.9885 1.3143 2.6726
C -1.7721 1.4546 3.7946
Br -1.7193 3.0553 4.8591
C -2.6868 0.3795 4.2484
O -3.3417 0.4401 5.2948
C -2.7337 -0.7754 3.3056
Br -3.9253 -2.2017 3.7666
C -1.9635 -0.8182 2.1595
C 0.0793 -1.6845 -1.2520
C 0.5369 -2.9165 -1.7023
H 1.4360 -7.1282 -1.0725
H 1.8245 -6.2261 0.4201
H 0.1081 -6.5009 -0.0524
H 1.1380 -4.3478 1.3692
H 0.0434 -2.2629 2.0794
H 0.9791 0.4949 1.1114
H -0.2945 2.1071 2.4612
H -2.0647 -1.7228 1.5616
H -0.2886 -1.0145 -2.0261
H 0.6377 -3.1353 -2.7806
C 1.3856 0.5244 -4.9474
C 1.8633 1.0551 -3.6405
O 0.7874 0.7413 -2.6700
C 1.1397 1.0097 -1.4099
C -0.0409 1.0360 -0.4399
N -0.0687 2.4824 -0.0061
C 0.9545 3.1410 0.6197
C 0.7390 4.4102 1.1999
C -0.4954 5.0433 0.9856
C -1.5004 4.3544 0.3048
C -1.2560 3.0964 -0.1800
O 2.2721 1.3725 -1.1357
H 2.2240 0.5428 -5.6662
H 0.9990 -0.4882 -4.8353
H 0.5883 1.1539 -5.3464
H 2.8107 0.6241 -3.3090
H 1.9246 2.1630 -3.6641
H -0.9785 0.8114 -0.9681
H 1.9310 2.6867 0.6257
H 1.5137 4.8891 1.8081
H -0.6784 6.0635 1.3481
H -2.5013 4.7866 0.1296
H -1.9805 2.5005 -0.7353
*
```

## Properties
- E_HOMO (eV) = -6.14

Atom charges from the Mulliken analysis, given in e for atoms 1 to 6:
1 C -0.766
2 O -0.434
3 C 0.854
4 C -0.799
5 C -0.847
6 C -0.380

[3]
Formula: C49H62BBrF4IrN4P3
Source: OMol25
Level of theory: ωB97M-V/def2-TZVPD

The geometry in ORCA input format:
```
! wB97M-V def2-TZVPD RIJCOSX def2/J DEFGRID3
* xyz 3 2
Ir -0.3462 -0.4003 0.8684
C -4.7327 3.8612 -1.8373
C -4.2927 2.4284 -2.1632
C -4.7491 1.9902 -3.5567
C -4.8580 1.4605 -1.1171
P -2.4148 2.3276 -2.0755
C -1.9585 3.0063 -0.4094
N -0.6096 2.8243 0.0676
B 0.1204 1.6459 0.5065
N 1.3506 2.1623 1.0308
C 2.4331 1.4333 1.6182
P 2.5191 -0.1930 0.7948
C 3.6331 0.2128 -0.6860
C 4.8164 1.1096 -0.3236
C 4.1665 -1.0824 -1.3046
C 2.7238 0.9469 -1.6833
C 3.4090 -1.2703 2.0720
C 4.7254 -0.6691 2.5648
C 3.6620 -2.6402 1.4317
C 2.4446 -1.4382 3.2450
C 1.3686 3.5513 0.9256
C 2.3119 4.4799 1.3496
C 2.0254 5.8242 1.1898
C 0.8237 6.2367 0.6194
C -0.1208 5.3143 0.2001
C 0.1626 3.9623 0.3541
C -1.4075 3.1106 -3.4622
C -2.0824 4.3872 -3.9684
C -0.0123 3.4301 -2.9248
C -1.3122 2.0480 -4.5671
H -5.8136 3.9148 -1.9868
H -4.2823 4.6099 -2.4874
H -4.5377 4.1250 -0.7965
H -5.8363 2.0716 -3.6145
H -4.4837 0.9487 -3.7512
H -4.3392 2.6119 -4.3505
H -5.9477 1.5283 -1.1366
H -4.5310 1.7055 -0.1050
H -4.5843 0.4287 -1.3407
H -2.6758 2.5713 0.2888
H -2.1748 4.0714 -0.4978
H 2.2819 1.2266 2.6799
H 3.3519 2.0047 1.5140
H 5.4031 0.7273 0.5100
H 4.5218 2.1383 -0.1099
H 5.4738 1.1392 -1.1953
H 5.0185 -1.4663 -0.7440
H 4.5209 -0.8692 -2.3161
H 3.4124 -1.8606 -1.3734
H 2.2376 1.8130 -1.2262
H 1.9554 0.2805 -2.0774
H 3.3267 1.3036 -2.5216
H 5.5147 -0.7568 1.8187
H 5.0524 -1.2273 3.4457
H 4.6350 0.3796 2.8559
H 3.8803 -3.3737 2.2110
H 2.7992 -2.9780 0.8573
H 4.5181 -2.6197 0.7616
H 2.3926 -0.5472 3.8714
H 2.7794 -2.2617 3.8808
H 1.4415 -1.6843 2.8956
H 3.2486 4.1767 1.8006
H 2.7307 6.5716 1.5274
H 0.6218 7.2942 0.5149
H -1.0483 5.6717 -0.2319
H -2.2035 5.1334 -3.1813
H -3.0432 4.2031 -4.4450
H -1.4231 4.8180 -4.7264
H -0.0229 4.2237 -2.1775
H 0.5924 3.7812 -3.7640
H 0.4781 2.5493 -2.5034
H -2.2944 1.7054 -4.8982
H -0.7489 1.1774 -4.2242
H -0.7967 2.4723 -5.4307
F -4.5707 -4.9197 -3.9258
C -3.6613 -4.4173 -3.1292
C -2.9118 -5.2347 -2.3004
F -3.0983 -6.5360 -2.3035
C -1.9419 -4.6885 -1.4742
F -1.2097 -5.5557 -0.7771
C -1.7037 -3.3147 -1.4008
P -0.3187 -2.6304 -0.3727
C -0.3896 -3.7432 1.0610
C 0.6919 -4.4240 1.6087
C 0.5016 -5.2499 2.7076
C -0.7580 -5.3924 3.2711
C -1.8405 -4.7029 2.7366
C -1.6564 -3.8720 1.6458
C 0.9667 -3.0062 -1.5992
C 1.2036 -1.9997 -2.5362
C 1.9674 -2.2654 -3.6616
C 2.5209 -3.5268 -3.8389
C 2.3007 -4.5226 -2.8963
C 1.5093 -4.2765 -1.7839
C -2.4584 -2.5228 -2.2697
Br -2.1648 -0.6664 -2.4007
C -3.4168 -3.0544 -3.1144
F -4.0981 -2.2564 -3.9253
H 1.6733 -4.3416 1.1723
H 1.3419 -5.8012 3.1111
H -0.8982 -6.0471 4.1220
H -2.8295 -4.8279 3.1596
H -2.5042 -3.3471 1.2175
H 0.7761 -1.0178 -2.3757
H 2.1348 -1.4941 -4.4036
H 3.1173 -3.7350 -4.7177
H 2.7306 -5.5059 -3.0377
H 1.3119 -5.0738 -1.0785
C -0.6787 0.3121 7.3855
C -0.5715 0.1687 5.9032
C -1.0072 -0.9911 5.2545
C -0.8949 -1.1046 3.8868
N -0.3919 -0.1278 3.1232
C 0.0278 0.9936 3.7292
C -0.0331 1.1698 5.0952
H -1.6409 -0.0555 7.7423
H -0.5454 1.3429 7.7054
H 0.0900 -0.2949 7.8711
H -1.4401 -1.8038 5.8242
H -1.2074 -2.0100 3.3839
H 0.4159 1.7768 3.0890
H 0.3322 2.0912 5.5300
N -3.3627 -0.4011 1.6885
C -2.3874 -0.5947 1.1130
H -4.2226 -0.2953 2.2053
*
```

## Properties
- <S²> = 0.753
- E_HOMO (alpha / beta) (eV) = -14.83 / -14.83

Atom charges from the Mulliken analysis, given in e for atoms 1 to 6:
1 Ir 2.696
2 C -1.666
3 C 2.021
4 C -1.640
5 C -1.591
6 P 0.355

[4]
Formula: C12H16N2
Source: OMol25
Level of theory: ωB97M-V/def2-TZVPD

The geometry in ORCA input format:
```
! wB97M-V def2-TZVPD RIJCOSX def2/J DEFGRID3
* xyz 0 1
C -0.0187 -1.3144 1.5924
C -0.6507 0.0133 1.5533
C 0.0130 1.2564 1.9962
C 1.2420 1.5087 1.2222
C 0.0750 2.0688 -0.8556
C -1.3917 1.5067 -0.3152
C -0.5172 -0.8731 -0.5403
C -0.7228 -0.9246 -1.8405
C -0.2103 -1.9666 -2.6374
C 0.7215 -2.9181 -2.0496
C 0.8242 -2.9363 -0.5602
C 0.1506 -1.8553 0.1292
H 0.8109 -1.1857 2.3258
H -0.3131 -1.9750 2.5285
H -1.5179 0.0136 2.4491
H -1.0189 2.1703 1.6024
H 0.0375 1.2510 3.4002
H 1.8537 0.5126 0.8214
H 1.8407 2.0954 1.9183
H 1.7479 2.8242 -0.2302
H 0.2489 0.9418 -1.5560
H -0.0824 2.9525 -1.7118
H -1.8592 1.6420 -1.4219
H -1.9707 1.9799 0.3562
H -1.3968 -0.2828 -2.2870
H -0.5552 -1.7400 -3.7283
H 1.2649 -3.6918 -2.5018
H 1.6268 -3.5795 -0.0396
N 1.0238 2.4531 0.2173
N -1.2556 0.0529 0.1626
*
```

## Properties
- E_HOMO (eV) = -7.52

Atom charges from the Mulliken analysis, given in e for atoms 1 to 6:
1 C -1.152
2 C 0.189
3 C -0.594
4 C -0.416
5 C -0.239
6 C -1.176

[5]
Formula: C42H47CoN3O2STe
Source: OMol25
Level of theory: ωB97M-V/def2-TZVPD

The geometry in ORCA input format:
```
! wB97M-V def2-TZVPD RIJCOSX def2/J DEFGRID3
* xyz 0 2
Co 0.2053 -0.2267 0.0664
C 1.0639 -1.7690 1.6799
C 0.3069 -2.4036 0.6782
C 0.9493 -2.1618 -0.5773
C 2.0908 -1.3657 -0.3502
C 2.1530 -1.1153 1.0528
C 3.2880 -0.4841 1.8024
C 3.1236 -1.0163 -1.3818
C 0.5148 -2.7426 -1.8848
C -0.8745 -3.3057 0.8555
C 0.8935 -1.8913 3.1633
H 2.9483 0.2603 2.5256
H 4.0032 -0.0037 1.1347
H 3.8321 -1.2473 2.3661
H 2.6645 -0.6611 -2.3068
H 3.7404 -1.8828 -1.6352
H 3.7950 -0.2303 -1.0309
H 0.8091 -3.7942 -1.9566
H 0.9608 -2.2107 -2.7251
H -0.5690 -2.6861 -1.9981
H -1.7304 -2.9666 0.2667
H -1.1793 -3.3594 1.9012
H -0.6356 -4.3222 0.5294
H 1.1048 -0.9486 3.6755
H 1.5802 -2.6400 3.5712
H -0.1178 -2.1979 3.4292
C -1.9531 3.6702 -5.5142
C -1.7169 2.6786 -4.4016
C -2.3994 1.4691 -4.3356
C -2.1996 0.5520 -3.3181
C -2.9279 -0.7432 -3.4487
O -3.1480 -1.2079 -4.5524
C -3.5092 -1.4491 -2.2609
C -3.6466 -2.8348 -2.3067
C -4.3220 -3.5017 -1.2993
C -4.8973 -2.7821 -0.2546
C -4.7614 -1.4033 -0.2082
C -4.0500 -0.7398 -1.2000
C -1.2400 0.7924 -2.2939
O -0.9796 -0.1396 -1.4574
C -0.5441 2.0450 -2.3403
C -0.7964 2.9281 -3.4024
C 0.4589 2.4164 -1.3407
N 0.7539 1.6958 -0.3157
C 1.6887 2.2081 0.6821
C 1.0134 2.2899 2.0436
Te -0.1456 4.0697 2.3873
C -2.0653 3.4352 1.7681
C -2.3708 3.2539 0.4215
C -3.6544 2.8965 0.0372
C -4.6443 2.7193 0.9940
C -4.3482 2.9052 2.3362
C -3.0630 3.2682 2.7236
C 1.2507 3.6708 -1.6033
C 2.5227 3.5342 -2.1492
C 3.3008 4.6517 -2.4133
C 2.8132 5.9199 -2.1286
C 1.5426 6.0617 -1.5891
C 0.7627 4.9426 -1.3329
H -2.6838 3.2873 -6.2262
H -1.0327 3.8809 -6.0626
H -2.3297 4.6206 -5.1303
H -3.1104 1.2059 -5.1109
H -3.2340 -3.3726 -3.1505
H -4.4186 -4.5794 -1.3352
H -5.4531 -3.3002 0.5176
H -5.1978 -0.8350 0.6042
H -3.9208 0.3358 -1.1488
H -0.2322 3.8502 -3.4584
H 2.1124 3.1727 0.4035
H 2.5099 1.4978 0.7557
H 1.7578 2.2849 2.8395
H 0.3527 1.4325 2.1686
H -1.6023 3.3460 -0.3334
H -3.8739 2.7483 -1.0130
H -5.6453 2.4384 0.6928
H -5.1177 2.7713 3.0867
H -2.8389 3.4214 3.7726
H 2.9007 2.5424 -2.3716
H 4.2884 4.5302 -2.8394
H 3.4187 6.7939 -2.3310
H 1.1527 7.0466 -1.3666
H -0.2295 5.0668 -0.9201
C -1.2376 0.1923 5.3886
N -1.4820 0.4616 3.9816
C -2.0367 -0.3070 3.0324
S -1.9270 0.1296 1.3949
N -2.7051 -1.4347 3.3407
C -3.3494 -1.8205 4.5880
H -0.3707 0.7768 5.6916
H -0.9984 -0.8556 5.5472
H -2.0771 0.4747 6.0253
H -1.1642 1.3508 3.6294
H -2.9879 -1.9309 2.5094
H -3.6727 -0.9496 5.1509
H -2.7075 -2.4384 5.2171
H -4.2365 -2.3994 4.3395
*
```

## Properties
- <S²> = 0.988
- E_HOMO (alpha / beta) (eV) = -6.48 / -7.09

Atom charges from the Mulliken analysis, given in e for atoms 1 to 6:
1 Co 0.051
2 C 0.701
3 C 0.987
4 C 0.218
5 C 1.114
6 C 0.037

[6]
Formula: C21H25N6O8P2PtS2
Source: OMol25
Level of theory: ωB97M-V/def2-TZVPD

The geometry in ORCA input format:
```
! wB97M-V def2-TZVPD RIJCOSX def2/J DEFGRID3
* xyz 1 1
Pt 0.6697 0.1643 0.9279
O 1.4524 -1.3216 4.7274
P 1.6660 -0.7953 3.2642
O 0.7629 -1.5542 2.2885
O 1.4308 0.6714 3.1567
O 3.1775 -1.1936 2.9499
P 3.5895 -1.0352 1.3603
O 5.0618 -0.4858 1.4756
O 3.5087 -2.3626 0.7203
O 2.7631 0.0917 0.7825
H 1.8833 -2.1511 4.9248
H 5.6950 -1.1943 1.3790
S 0.4427 0.4475 -1.4312
C -1.2177 -0.2858 -1.3859
N -1.6936 -0.8903 -2.4455
N -1.0456 -0.8318 -3.5876
C -1.1227 -1.8293 -4.5159
C -0.2523 -1.8141 -5.6169
C -0.2788 -2.8544 -6.5195
C -1.1691 -3.9094 -6.3496
C -2.0320 -3.9263 -5.2585
C -2.0147 -2.8990 -4.3424
N -1.8857 -0.3039 -0.2620
N -1.3360 0.1110 0.8601
C -2.1159 0.1378 1.9824
C -1.5793 0.6653 3.1708
C -2.3108 0.6301 4.3360
C -3.5993 0.1112 4.3410
C -4.1601 -0.3553 3.1565
C -3.4409 -0.3465 1.9829
H -0.3377 -0.1044 -3.7179
H 0.4503 -1.0024 -5.7327
H 0.3919 -2.8512 -7.3648
H -1.1899 -4.7152 -7.0649
H -2.7222 -4.7458 -5.1342
H -2.6585 -2.8843 -3.4791
H -0.5820 1.0724 3.1705
H -1.8707 1.0030 5.2468
H -4.1534 0.0631 5.2636
H -5.1640 -0.7487 3.1607
H -3.8526 -0.7245 1.0617
N -0.1647 7.5449 0.5953
C 0.9451 6.7924 0.7231
O 2.0598 7.2582 0.6965
C 0.7377 5.2986 0.8537
C -0.4869 4.6472 0.7325
C -0.5152 3.2638 0.7745
N 0.5862 2.5391 0.9252
C 1.7593 3.1367 1.0767
C 1.8741 4.5173 1.0505
H -0.0364 8.5403 0.5024
H -1.0966 7.1962 0.7053
H -1.4151 5.1772 0.5919
H -1.4510 2.7307 0.6675
H 2.6222 2.4942 1.2034
H 2.8323 5.0043 1.1594
C 1.0216 -3.9831 0.7912
S 0.4608 -2.7449 -0.3618
C 1.7343 -2.9357 -1.6265
H 0.9364 -4.9711 0.3484
H 0.4173 -3.9000 1.6867
H 2.0614 -3.7405 1.0139
H 2.6987 -2.7561 -1.1470
H 1.5657 -2.2134 -2.4170
H 1.6901 -3.9457 -2.0251
*
```

## Properties
- E_HOMO (alpha / beta) (eV) = -10.85 / -10.71

Atom charges from the Mulliken analysis, given in e for atoms 1 to 6:
1 Pt 1.980
2 O -0.506
3 P 0.413
4 O -0.510
5 O -0.576
6 O -0.365

Values for total energy, eV, ordered as above
-7327.874; -173953.386; -170050.853; -15675.145; -108638.344; -90996.075